# C35H65CaCl2F5N4O4P

A structure of composition C35H65CaCl2F5N4O4P at a distorted geometry (the ωB97M-V functional and the def2-TZVPD basis, the OMol25 dataset).

Properties
- charge = -1
- E_tot (Ha) = -4331.0750
- E_LUMO (eV) = -0.77

Geometry as XYZ:
```
117
Properties=species:S:1:pos:R:3:forces:R:3
C 1.344067 -6.628459 1.295879 -0.53 0.33 0.20
C 0.134359 -5.646621 1.207439 1.30 -1.22 -0.68
N 0.495179 -4.420015 0.395396 -0.21 0.04 1.00
C 0.079591 -3.222681 1.126173 -0.54 -0.09 -0.51
C -0.451159 -2.096347 0.184056 0.59 0.03 1.75
C -1.768754 -1.544428 0.779574 -0.41 -0.41 -0.90
C -2.411215 -0.389650 0.001536 -0.62 -0.17 0.44
C -2.411004 -0.552592 -1.530138 0.56 -0.18 0.08
O -1.772633 0.789811 0.483321 -0.27 -0.33 0.33
C -2.637084 1.900257 0.621699 0.91 1.20 -0.47
C -1.779554 3.032302 1.193978 -0.18 -0.29 -0.27
C -1.962744 3.566439 2.475890 1.00 0.39 -0.84
C -1.065920 4.577719 2.880721 -0.23 -0.22 0.34
C -0.024402 5.024513 2.067411 -0.03 -0.27 -0.65
C 0.140306 4.493306 0.773724 -0.89 -0.61 0.79
C -0.747248 3.489299 0.353790 0.41 0.80 0.15
C 0.647068 -1.034794 -0.071127 -1.35 -1.20 -1.94
C 1.726846 -1.692774 -0.937422 0.02 -0.58 -0.94
C 1.187267 -1.783970 -2.404265 1.43 0.32 0.50
C 2.340540 -2.095616 -3.409891 -1.79 -0.07 -0.04
C 1.706523 -2.055075 -4.825785 0.79 0.60 -0.13
C 2.738348 -1.929755 -5.972661 -1.06 0.31 0.25
C 3.448806 -0.558324 -6.021429 0.82 -0.70 -0.90
C 4.647211 -0.660931 -7.035691 -0.22 -0.52 1.06
C 5.961776 -0.614600 -6.233487 -1.08 0.75 -0.97
O 7.093725 -0.525677 -7.134412 0.34 0.27 1.05
C 7.451372 0.772344 -7.346436 1.33 0.34 -0.54
C 8.953698 1.077371 -7.258783 -0.41 -0.53 -0.18
O 6.691783 1.659586 -7.609815 -0.65 -0.17 0.26
N 1.065769 -0.332263 1.165116 0.31 0.75 0.66
C 2.261293 0.564273 0.986262 0.47 0.38 -1.06
C 1.072706 -1.182910 2.400985 -0.64 -0.55 0.20
C 1.906548 -0.631233 3.576601 -1.15 -1.25 0.88
F 3.221689 -0.759590 3.494815 0.30 0.76 -0.21
F 1.553222 0.621530 3.894382 0.46 0.37 -0.58
F 1.535568 -1.365830 4.644877 0.01 -0.13 -0.03
C 1.188110 -2.721462 2.152648 -0.58 0.29 -0.26
P 2.931343 -3.363629 1.887566 1.20 -0.43 0.89
N 3.960776 -2.137174 1.248611 -0.83 0.45 0.97
O 3.497609 -3.614623 3.386099 -0.82 1.47 -2.63
H 2.015018 -6.457085 0.457347 -0.05 -0.17 -0.08
H 1.917494 -6.497423 2.227482 -0.08 -0.10 -0.22
H 0.956627 -7.652776 1.236095 0.16 0.16 0.12
H -0.123641 -5.400309 2.246956 -0.27 0.29 -0.38
H -0.702375 -6.212225 0.676927 0.87 1.03 0.99
H -0.078083 -4.505614 -0.439086 0.02 0.18 0.05
H -0.787331 -3.563207 1.723233 0.31 0.60 0.24
H -0.715819 -2.594472 -0.753523 0.23 0.38 0.04
H -1.709485 -1.239442 1.832467 0.15 -0.06 -0.22
H -2.482818 -2.385063 0.748801 0.25 0.15 0.11
H -3.467576 -0.344837 0.325252 0.24 -0.06 0.01
H -1.502582 -0.093289 -1.943407 -0.26 0.06 0.03
H -3.297248 -0.134431 -2.018529 0.21 0.09 0.21
H -2.377569 -1.623242 -1.783737 -0.15 0.26 0.06
H -3.531423 1.704316 1.232005 0.21 -0.19 -0.06
H -2.917560 2.222803 -0.396744 -0.39 -0.13 0.30
H -2.756035 3.198981 3.123132 0.11 0.15 -0.05
H -1.169676 4.998070 3.880212 0.01 -0.03 -0.17
H 0.677338 5.783261 2.408146 -0.25 -0.09 0.13
H 0.946756 4.809599 0.117865 -0.14 0.01 0.14
H -0.582906 3.076749 -0.641851 -0.18 -0.32 0.32
H 0.185228 -0.239742 -0.705184 0.81 0.09 0.64
H 2.682828 -1.153026 -1.027095 -0.34 0.34 0.38
H 1.961544 -2.734224 -0.658677 -0.13 0.32 0.36
H 0.455016 -2.588968 -2.527067 -0.10 0.37 0.09
H 0.791874 -0.788113 -2.643774 -0.18 -0.31 -0.12
H 3.156610 -1.335051 -3.305779 -0.38 -0.43 -0.08
H 2.668591 -3.148448 -3.195108 -0.38 0.54 -0.39
H 1.024649 -2.905219 -4.954350 0.32 0.07 0.03
H 1.079464 -1.151279 -4.870088 0.08 -0.24 0.11
H 3.439753 -2.776839 -5.933886 0.07 0.28 -0.06
H 2.172375 -2.005549 -6.914655 0.31 -0.25 0.15
H 2.785447 0.229374 -6.396746 -0.12 -0.24 0.48
H 3.851445 -0.266219 -5.039538 -0.28 0.07 -0.18
H 4.601243 0.107853 -7.808907 0.24 0.00 0.28
H 4.586302 -1.644928 -7.519772 0.08 0.28 -0.15
H 6.044397 -1.486113 -5.570828 0.35 0.02 -0.41
H 5.942547 0.283066 -5.598419 0.13 -0.21 -0.12
H 9.469109 0.405883 -6.566349 -0.11 0.22 -0.05
H 9.024143 2.128969 -6.970355 0.15 -0.27 0.03
H 9.422958 0.962569 -8.245584 -0.22 -0.01 0.19
H 0.315793 0.362770 1.300052 -0.21 -0.17 -0.28
H 2.236304 0.895580 -0.062791 -0.41 0.06 0.30
H 3.201916 0.040509 1.153001 -0.40 -0.03 0.41
H 2.112146 1.456149 1.598034 0.18 -0.31 0.08
H 0.053126 -1.096969 2.811524 0.31 0.12 -0.13
H 0.852120 -3.183283 3.094569 0.81 -0.03 -0.06
H 4.099495 -2.196881 0.259358 0.16 -0.16 0.00
H 4.839419 -2.063484 1.742821 0.01 0.05 -0.05
H 4.277195 -3.059578 3.539503 0.10 -0.44 0.49
Cl 3.743642 -4.545927 -0.018063 0.36 -0.17 -1.08
Ca 4.670530 -3.013492 -2.465489 0.60 -0.66 0.80
C -5.272107 6.094159 3.470598 0.01 0.04 0.07
C -6.216896 4.979996 3.045049 0.04 0.19 0.05
N -6.129377 3.798374 3.884049 0.04 -0.30 -0.04
C -6.816256 2.644734 3.324263 0.05 -0.12 -0.22
C -8.337800 2.722205 3.160007 -0.08 -0.14 0.04
C -6.324396 4.013789 5.307559 0.13 0.25 0.21
C -7.644697 4.646725 5.764461 -0.05 -0.06 0.15
H -4.242160 5.735872 3.512806 -0.02 -0.03 0.02
H -5.314232 6.910991 2.748516 -0.01 -0.02 -0.01
H -5.536285 6.510036 4.444573 0.01 -0.01 -0.01
H -5.945988 4.696608 2.024079 -0.08 -0.18 0.03
H -7.240543 5.382157 2.996970 -0.01 0.05 -0.05
H -6.568487 1.761662 3.919911 0.02 0.09 0.12
H -6.381071 2.449293 2.338014 0.04 0.13 0.01
H -8.853942 2.613960 4.113252 -0.02 0.08 0.00
H -8.679254 1.904897 2.520881 0.03 0.01 0.00
H -8.658537 3.654586 2.694117 0.03 0.01 0.02
H -5.506438 4.642791 5.669899 0.00 0.03 -0.10
H -6.185976 3.064578 5.831439 -0.04 -0.09 -0.18
H -7.938769 5.492801 5.141608 0.03 -0.02 -0.03
H -7.538330 5.017755 6.786540 0.02 0.00 -0.02
H -8.459864 3.924569 5.774159 -0.05 0.06 -0.09
F 0.585031 1.362750 -1.154241 0.21 0.16 -0.44
F 3.326988 -5.220341 4.879230 -0.03 -0.66 0.68
Cl -2.130313 -7.392429 0.155655 -0.80 -0.50 -0.51
```
Positions in Å, forces in eV/Å.